(1)
A structure of composition C20H21N4O5ReS. Source: the OMol25 dataset; level of theory: ωB97M-V with the def2-TZVPD basis set.

Element x y z (Å)
Re -0.43 1.29 0.78
N 0.63 4.83 3.31
C 0.48 3.65 2.62
S -0.97 3.49 1.68
N 1.43 2.78 2.77
N 1.29 1.62 2.01
C 2.22 0.77 2.20
C 2.42 -0.49 1.54
C 3.61 -1.18 1.85
C 3.96 -2.37 1.25
C 3.09 -2.90 0.28
C 1.92 -2.26 -0.05
C 1.53 -1.05 0.58
O 0.38 -0.55 0.27
H -0.21 5.35 3.47
H 1.29 4.81 4.07
H 2.97 1.06 2.94
H 4.27 -0.74 2.59
H 4.88 -2.87 1.50
H 3.35 -3.82 -0.23
H 1.24 -2.66 -0.79
C -3.31 0.64 3.34
C -2.98 -0.15 2.06
C -2.49 -1.55 2.44
C -4.24 -0.26 1.19
N -1.96 0.54 1.33
H -4.11 0.15 3.91
H -3.62 1.65 3.07
H -2.42 0.71 3.96
H -3.26 -2.11 2.99
H -1.59 -1.47 3.06
H -2.22 -2.11 1.53
H -5.03 -0.77 1.74
H -4.01 -0.83 0.28
H -4.58 0.73 0.90
O 2.28 2.51 -2.32
C 1.29 1.94 -1.91
O 0.73 2.16 -0.76
C 0.66 0.87 -2.79
C -0.63 0.42 -2.62
C -1.19 -0.56 -3.45
C -0.38 -1.08 -4.43
O -0.67 -2.06 -5.34
C 0.47 -2.14 -6.20
O 1.50 -1.33 -5.64
C 0.91 -0.63 -4.60
C 1.47 0.34 -3.81
H -1.25 0.84 -1.84
H -2.21 -0.92 -3.31
H 0.21 -1.78 -7.19
H 0.81 -3.18 -6.25
H 2.47 0.70 -3.95

Summary:
Spin multiplicity: 4
E_HOMO (spin up / spin down): -2.95 / -4.94 eV
Net charge: -1
E_LUMO (spin up / spin down): 2.73 / 2.71 eV
Orbital gap (spin up / spin down): 5.68 / 7.65 eV
ΔE to the lowest compared entry with this formula, charge and spin: 0.0 kcal per mole

Here are the Mulliken charges for atoms 1 to 4, given in e: number 1, Re, carries 0.722; number 2, N, carries -0.477; number 3, C, carries 0.499; number 4, S, carries -0.508

---

(2)
A structure of composition C41H59Cl2N9O2PV in a non-equilibrium geometry. Source: the OMol25 dataset; level of theory: ωB97M-V with the def2-TZVPD basis set.

Element x y z (Å)
V -0.84 0.98 0.73
C -2.40 3.46 2.30
N -2.39 2.00 2.47
C -2.05 1.67 3.85
C -3.68 1.47 2.06
C -4.80 1.66 2.85
C -6.06 1.25 2.44
C -6.18 0.70 1.17
C -5.08 0.50 0.37
C -3.77 0.84 0.80
N -2.64 0.60 0.07
C -2.80 -0.22 -1.07
C -3.14 -1.57 -0.85
C -3.41 -2.44 -1.89
C -3.33 -1.99 -3.20
C -2.96 -0.68 -3.44
C -2.70 0.21 -2.40
N -2.38 1.57 -2.70
C -1.10 1.70 -3.37
C -3.44 2.29 -3.37
H -3.16 3.93 2.92
H -2.61 3.70 1.26
H -1.43 3.88 2.58
H -2.60 2.30 4.57
H -0.98 1.83 4.01
H -2.28 0.63 4.05
H -4.70 2.14 3.82
H -6.92 1.40 3.07
H -7.16 0.41 0.80
H -5.21 0.08 -0.62
H -3.21 -1.90 0.18
H -3.70 -3.46 -1.68
H -3.56 -2.66 -4.02
H -2.91 -0.33 -4.46
H -1.08 1.21 -4.37
H -0.34 1.25 -2.74
H -0.87 2.76 -3.51
H -3.59 1.99 -4.42
H -3.21 3.36 -3.36
H -4.38 2.14 -2.84
Cl 2.94 7.10 1.92
C 2.13 5.56 1.92
C 2.29 4.71 3.01
C 1.65 3.49 3.01
Cl 1.82 2.45 4.38
C 0.85 3.04 1.92
O 0.31 1.88 1.96
C 0.70 3.95 0.83
C -0.19 3.60 -0.23
O -0.83 2.55 -0.30
C 1.35 5.20 0.85
H 2.89 5.00 3.86
H -0.34 4.35 -1.02
H 1.21 5.88 0.02
N 0.26 0.06 -0.34
P 1.52 -0.82 -0.53
N 2.40 -0.48 -1.94
C 2.89 0.90 -2.06
C 4.10 0.91 -2.99
C 3.71 0.34 -4.38
C 2.26 -0.13 -4.40
C 1.96 -1.05 -3.22
N 1.21 -2.45 -0.74
C -0.06 -3.00 -0.27
C -0.67 -3.91 -1.33
C 0.31 -5.01 -1.73
C 1.61 -4.37 -2.22
C 2.17 -3.46 -1.12
N 2.67 -0.69 0.70
C 3.41 -1.77 1.32
C 4.92 -1.53 1.19
C 5.29 -0.22 1.88
C 4.46 0.92 1.27
C 2.97 0.59 1.34
H 3.17 1.26 -1.07
H 2.12 1.58 -2.43
H 4.88 0.29 -2.54
H 4.49 1.92 -3.07
H 4.36 -0.50 -4.63
H 3.86 1.10 -5.15
H 2.06 -0.68 -5.32
H 1.58 0.73 -4.39
H 2.52 -1.98 -3.40
H 0.89 -1.29 -3.20
H -0.72 -2.16 -0.05
H 0.10 -3.58 0.65
H -0.92 -3.30 -2.21
H -1.60 -4.34 -0.95
H -0.11 -5.65 -2.50
H 0.53 -5.63 -0.85
H 1.40 -3.78 -3.11
H 2.35 -5.13 -2.48
H 3.10 -2.98 -1.44
H 2.40 -4.11 -0.26
H 3.13 -2.72 0.89
H 3.16 -1.79 2.39
H 5.18 -1.48 0.13
H 5.46 -2.37 1.64
H 6.35 -0.01 1.78
H 5.06 -0.29 2.95
H 4.78 1.04 0.23
H 4.64 1.86 1.79
H 2.38 1.36 0.86
H 2.67 0.54 2.39
C -0.18 -3.14 4.11
N -1.26 -2.41 3.45
C -2.56 -3.06 3.44
C -1.04 -1.40 2.64
N -0.95 -0.51 1.91
H -0.08 -4.13 3.67
H -0.41 -3.25 5.17
H 0.76 -2.60 3.99
H -2.52 -4.01 2.89
H -3.30 -2.41 2.97
H -2.88 -3.27 4.46

Summary:
Spin multiplicity: 3
E_HOMO (spin up / spin down): -5.97 / -6.61 eV
Net charge: 0
E_LUMO (spin up / spin down): -0.17 / -0.26 eV
Orbital gap (spin up / spin down): 5.80 / 6.35 eV

Here are the Mulliken charges for atoms 1 to 4, given in e: number 1, V, carries -0.336; number 2, C, carries -1.102; number 3, N, carries 1.461; number 4, C, carries -1.106

---

Going through the records in order, we get electronic energy values of -50245.878; -121004.433 eV.